Density functional theory data (ωB97M-V/def2-TZVPD) for 2 unconnected molecules or ions with the total composition H4NS.

The geometry in XYZ format:
```
6
Properties=species:S:1:pos:R:3
N -0.34 0.53 -1.38
H 0.17 0.87 -0.57
H 0.19 -0.30 -1.63
H -1.15 0.13 -0.90
S -0.03 -0.80 1.98
H 1.15 -0.43 2.50
```

Output
Net charge: -1
HOMO-LUMO gap in eV: 7.5
LUMO energy in eV: 4.952
ΔE to the lowest compared entry with this formula, charge and spin in eV: 0.059

Computed Mulliken charges, given in elementary charges: number 1, N, carries -0.77; number 2, H, carries 0.26; number 3, H, carries 0.23; number 4, H, carries 0.25; number 5, S, carries -0.90; number 6, H, carries -0.07